Here is C57H106N2O9S as an isolated structure at a distorted geometry from the OMol25 dataset. Energies are from wB97M-V/def2-TZVPD.

Last column: Mulliken charge in e.
Atoms and positions in Å:
C1 5.193 0.769 3.774  -1.194
C2 4.791 -0.745 3.451  0.220
C3 3.869 -0.823 2.166  -1.245
C4 2.444 -0.141 2.380  0.188
C5 1.561 -1.070 3.347  -0.686
C6 0.427 -1.767 2.476  -0.554
C7 -0.943 -1.992 3.280  -0.331
C8 -2.185 -1.642 2.376  -1.244
C9 -2.457 -0.081 2.218  0.758
C10 -3.839 0.371 2.896  -0.859
C11 -3.622 1.186 4.249  -0.917
C12 -3.872 2.759 4.010  0.512
C13 -2.695 3.649 4.547  -0.732
C14 -2.675 5.146 4.025  -0.989
C15 -3.191 5.358 2.548  -0.577
C16 -2.048 4.994 1.536  0.709
C17 -1.628 5.989 0.457  -0.651
C18 -0.545 5.705 -0.499  -0.889
C19 0.205 4.409 -0.411  0.538
N1 1.292 3.905 -1.136  -0.668
S1 1.621 2.410 -0.448  0.318
N2 0.462 2.213 0.762  -0.109
C20 -0.220 3.420 0.644  -0.403
C21 -1.358 3.716 1.595  1.090
H1 4.947 1.459 2.921  0.339
H2 4.678 1.077 4.730  0.234
H3 6.303 0.840 3.965  0.343
H4 5.758 -1.262 3.182  0.124
H5 4.350 -1.282 4.327  0.292
H6 4.446 -0.342 1.321  0.362
H7 3.746 -1.918 1.916  0.327
H8 2.540 0.850 2.897  0.316
H9 1.986 -0.071 1.356  -0.147
H10 2.256 -1.899 3.671  0.349
H11 1.173 -0.484 4.218  0.306
H12 0.148 -1.127 1.586  0.115
H13 0.860 -2.748 2.121  0.349
H14 -1.003 -3.099 3.502  0.085
H15 -0.963 -1.458 4.266  0.378
H16 -1.976 -2.060 1.352  0.341
H17 -3.129 -2.118 2.763  0.383
H18 -2.520 0.184 1.126  -0.255
H19 -1.582 0.482 2.665  -0.077
H20 -4.478 -0.529 3.145  0.545
H21 -4.405 0.943 2.115  0.293
H22 -4.446 0.847 4.940  0.351
H23 -2.601 1.021 4.677  0.383
H24 -4.805 3.078 4.563  0.416
H25 -4.088 2.864 2.916  -0.634
H26 -1.674 3.198 4.373  0.324
H27 -2.794 3.707 5.674  0.476
H28 -1.592 5.473 4.036  0.304
H29 -3.227 5.799 4.749  0.425
H30 -4.171 4.870 2.312  0.171
H31 -3.366 6.472 2.432  0.448
H32 -2.142 6.979 0.348  0.308
H33 -0.274 6.454 -1.277  0.379
H34 -1.594 2.899 2.320  -0.636
C22 -1.261 1.295 -2.523  0.446
C23 -0.095 1.325 -3.472  0.000
C24 -0.652 0.594 -4.684  -0.619
O1 -2.060 0.860 -4.708  -0.406
C25 -2.429 1.458 -3.458  0.059
H35 -1.222 2.071 -1.757  -0.390
H36 -1.311 0.323 -2.023  0.107
H37 0.140 2.361 -3.736  0.231
H38 0.806 0.862 -3.068  -0.076
H39 -0.512 -0.490 -4.596  0.283
H40 -0.199 0.927 -5.621  0.327
H41 -2.634 2.518 -3.636  -0.168
H42 -3.335 0.985 -3.076  0.282
C26 -5.317 5.074 -0.786  -0.353
C27 -6.569 4.508 -1.439  -0.696
C28 -5.985 3.468 -2.376  -0.262
O2 -4.785 2.992 -1.759  -0.228
C29 -4.442 3.838 -0.668  0.986
H43 -5.501 5.558 0.175  0.305
H44 -4.846 5.803 -1.452  0.207
H45 -7.197 4.023 -0.685  0.280
H46 -7.173 5.256 -1.955  0.369
H47 -5.714 3.911 -3.340  0.048
H48 -6.663 2.631 -2.556  0.334
H49 -4.650 3.292 0.261  -0.423
H50 -3.376 4.066 -0.704  -0.544
C30 -4.213 -1.592 -4.972  -0.022
C31 -3.809 -2.958 -5.491  -0.626
C32 -5.046 -3.787 -5.195  -0.493
O3 -6.167 -2.898 -5.276  -0.448
C33 -5.688 -1.547 -5.326  -0.117
H51 -3.645 -0.770 -5.408  0.162
H52 -4.088 -1.555 -3.886  0.098
H53 -3.641 -2.910 -6.572  0.277
H54 -2.907 -3.357 -5.025  0.347
H55 -5.016 -4.198 -4.180  0.335
H56 -5.180 -4.610 -5.899  0.313
H57 -5.840 -1.174 -6.346  -0.109
H58 -6.266 -0.926 -4.639  0.278
C34 3.781 -1.846 -4.729  -0.668
C35 4.742 -2.137 -3.592  -0.643
C36 4.487 -0.967 -2.658  -0.325
O4 3.114 -0.591 -2.832  -0.335
C37 2.593 -1.255 -3.991  -0.071
H59 3.521 -2.724 -5.320  0.381
H60 4.214 -1.098 -5.399  0.285
H61 4.464 -3.074 -3.102  0.268
H62 5.784 -2.212 -3.905  0.368
H63 5.108 -0.105 -2.922  0.292
H64 4.667 -1.219 -1.612  0.116
H65 1.908 -2.039 -3.649  0.241
H66 2.032 -0.544 -4.600  0.062
C38 -1.744 -7.721 4.759  -0.550
C39 -1.350 -7.207 6.129  -0.525
C40 -1.143 -5.727 5.861  -0.447
O5 -2.035 -5.370 4.798  -0.352
C41 -2.567 -6.567 4.215  -0.391
H67 -2.295 -8.662 4.783  0.334
H68 -0.850 -7.864 4.145  0.269
H69 -2.178 -7.347 6.830  0.255
H70 -0.466 -7.692 6.544  0.322
H71 -0.120 -5.523 5.525  0.259
H72 -1.351 -5.108 6.736  0.313
H73 -3.616 -6.650 4.518  0.256
H74 -2.523 -6.495 3.127  0.267
C42 -3.432 7.351 -6.085  -0.577
C43 -2.933 5.933 -6.287  -0.647
C44 -3.220 5.304 -4.936  0.174
O6 -4.375 5.970 -4.406  -0.381
C45 -4.645 7.133 -5.199  -0.553
H75 -3.671 7.869 -7.014  0.359
H76 -2.678 7.938 -5.551  0.251
H77 -3.524 5.439 -7.063  0.287
H78 -1.881 5.873 -6.570  0.378
H79 -2.390 5.464 -4.238  0.121
H80 -3.414 4.232 -5.005  -0.053
H81 -5.541 6.932 -5.796  0.296
H82 -4.847 7.984 -4.546  0.274
C46 -6.414 -2.798 -9.412  0.117
C47 -7.424 -1.668 -9.375  -0.599
C48 -6.583 -0.483 -9.813  -0.363
O7 -5.576 -0.995 -10.697  -0.412
C49 -5.567 -2.425 -10.614  -0.495
H83 -6.865 -3.787 -9.499  0.385
H84 -5.803 -2.780 -8.504  -0.337
H85 -8.217 -1.855 -10.105  0.311
H86 -7.888 -1.524 -8.398  0.335
H87 -6.076 -0.017 -8.961  0.219
H88 -7.169 0.280 -10.329  0.276
H89 -5.999 -2.818 -11.541  0.263
H90 -4.539 -2.782 -10.532  0.299
C50 8.553 -4.199 5.746  -0.472
C51 8.493 -2.768 6.244  -0.345
C52 7.391 -2.181 5.381  -0.350
O8 6.485 -3.252 5.081  -0.353
C53 7.090 -4.493 5.462  -0.568
H91 8.996 -4.895 6.459  0.372
H92 9.131 -4.245 4.818  0.212
H93 8.191 -2.754 7.296  0.275
H94 9.437 -2.232 6.153  0.163
H95 7.788 -1.802 4.432  0.263
H96 6.852 -1.373 5.880  0.247
H97 6.577 -4.856 6.360  0.276
H98 6.956 -5.227 4.664  0.269
C54 13.951 -3.239 6.768  -0.549
C55 13.888 -1.809 7.266  -0.551
C56 12.787 -1.223 6.401  -0.443
O9 11.883 -2.294 6.099  -0.326
C57 12.490 -3.536 6.481  -0.422
H99 14.393 -3.935 7.482  0.331
H100 14.530 -3.285 5.841  0.263
H101 13.584 -1.795 8.317  0.267
H102 14.831 -1.270 7.178  0.334
H103 13.185 -0.843 5.454  0.283
H104 12.246 -0.416 6.899  0.261
H105 11.975 -3.900 7.377  0.251
H106 12.358 -4.269 5.683  0.303

Results
HOMO level, Eh: -0.317
E_tot, a.u.: -3420.0470
Orbital gap, eV: 7.93
Strongest force on any atom, eV Å⁻¹: 4.6